ORCA calculation (ωB97M-V/def2-TZVPD) on one molecule with the formula C27H36N2O6S at a distorted geometry.

Total charge = 0
E = -54685.134 eV
Frontier orbital gap = 0.313 Ha

Atoms and positions in Å:
C: -2.458 -3.247 -1.989
O: -3.290 -2.286 -1.363
C: -2.667 -1.399 -0.573
O: -1.454 -1.422 -0.419
C: -3.547 -0.433 0.058
C: -3.029 0.506 0.937
N: -1.721 0.631 1.292
C: -1.264 1.602 2.121
O: -2.001 2.410 2.648
C: 0.250 1.571 2.267
N: 0.783 0.338 1.720
C: 0.907 -0.696 2.729
C: 1.151 -2.051 2.073
C: 2.422 -2.014 1.210
O: 3.575 -1.871 2.019
C: 2.594 -3.333 0.445
C: 3.807 -3.266 -0.478
C: 3.674 -2.105 -1.458
C: 3.500 -0.791 -0.702
C: 2.267 -0.864 0.197
C: 1.984 0.478 0.899
C: 1.771 1.550 -0.143
C: 0.671 1.471 -0.986
C: 0.438 2.442 -1.950
O: -0.623 2.447 -2.809
C: -1.597 1.443 -2.666
C: 1.339 3.495 -2.073
C: 2.441 3.579 -1.246
C: 2.669 2.616 -0.269
O: 3.729 2.636 0.602
C: 4.668 3.676 0.488
S: -4.220 1.565 1.570
C: -5.457 0.748 0.641
C: -6.865 1.226 0.741
C: -4.966 -0.277 -0.103
C: -5.804 -1.137 -0.990
H: -1.922 -3.835 -1.240
H: -3.117 -3.884 -2.573
H: -1.727 -2.758 -2.637
H: -1.041 -0.031 0.900
H: 0.637 2.430 1.710
H: 0.509 1.725 3.325
H: -0.029 -0.730 3.294
H: 1.718 -0.468 3.446
H: 0.300 -2.295 1.436
H: 1.252 -2.819 2.841
H: 3.560 -0.996 2.419
H: 1.690 -3.526 -0.134
H: 2.724 -4.139 1.169
H: 3.908 -4.208 -1.021
H: 4.699 -3.124 0.132
H: 2.806 -2.268 -2.102
H: 4.559 -2.052 -2.094
H: 3.396 0.037 -1.407
H: 4.384 -0.606 -0.087
H: 1.393 -1.101 -0.416
H: 2.856 0.767 1.513
H: 0.006 0.632 -0.872
H: -2.341 1.641 -3.435
H: -1.174 0.445 -2.820
H: -2.075 1.483 -1.681
H: 1.161 4.246 -2.826
H: 3.118 4.409 -1.371
H: 5.153 3.674 -0.494
H: 5.414 3.482 1.257
H: 4.211 4.655 0.667
H: -6.920 2.066 1.429
H: -7.236 1.552 -0.231
H: -7.520 0.436 1.109
H: -5.755 -2.174 -0.664
H: -5.437 -1.096 -2.013
H: -6.839 -0.809 -0.970

Atoms 1-3, force components in eV/Å:
0.4122 -0.2336 -0.1215
-0.2639 0.2646 0.1761
0.2391 0.0191 0.0306